# 1
DFT (wB97M-V/def2-TZVPD) results for 2 unconnected molecules or ions with the total composition C4H10N3 at a distorted geometry.

XYZ file:
```
17
Properties=species:S:1:pos:R:3:nbo_charge:R:1
C -1.044 0.663 2.660 -0.28
C -0.737 -0.173 3.458 -0.20
C -0.057 -0.807 -0.239 0.37
C -0.940 0.681 -1.889 -0.38
N 0.135 0.164 -1.125 -0.20
N 0.969 -1.308 0.355 -0.71
N 1.461 0.475 -1.288 -0.68
H -0.968 1.552 2.083 0.24
H -0.649 -0.957 4.170 0.25
H -1.011 -1.156 0.186 0.25
H -0.764 0.555 -2.910 0.22
H -1.676 -0.027 -1.559 0.22
H -1.125 1.664 -1.742 0.22
H 1.819 -0.820 -0.087 0.44
H 0.889 -2.141 0.897 0.44
H 1.882 1.207 -0.746 0.40
H 1.817 0.428 -2.225 0.40
```

Summary:
2S+1   1
Energy above the lowest of the compared OMol25 structures with the same formula, charge and spin   4.239 eV
Electronic energy   -322.30478 a.u.
Orbital gap   10.85 eV
Net charge   +1

# 2
DFT (wB97M-V/def2-TZVPD) results for a molecular structure, C37H44BHfN10O4S2Te at a distorted geometry.

XYZ file:
```
100
Properties=species:S:1:pos:R:3:mulliken_charge:R:1
Hf -0.122 0.509 -0.606 0.88
C -0.831 -3.331 0.205 -0.59
C 0.604 -3.734 -0.117 0.47
C 0.620 -4.860 -1.163 -1.49
C 1.551 -2.634 -0.549 -0.26
C 2.924 -2.867 -0.643 -1.36
C 3.486 -1.678 -1.038 -0.33
N 2.512 -0.779 -1.184 0.42
N 1.293 -1.348 -0.889 0.81
B 2.778 0.689 -1.605 -1.01
N 1.860 1.132 -2.755 0.73
C 2.328 1.509 -3.945 -0.39
C 1.260 1.812 -4.755 -1.11
C 0.112 1.596 -3.991 -0.79
N 0.482 1.173 -2.756 0.83
C -1.267 1.824 -4.581 0.48
C -1.512 0.813 -5.712 -1.51
C -2.447 1.846 -3.622 -0.39
N 2.686 1.630 -0.395 0.82
C 3.739 2.230 0.152 -0.25
C 3.300 2.974 1.220 -1.34
C 1.918 2.793 1.293 -0.08
N 1.535 1.965 0.282 0.53
C 1.098 3.447 2.386 0.23
C 0.296 4.653 1.895 -1.34
C 0.235 2.480 3.194 -1.10
H -1.269 -4.056 0.894 0.57
H -1.447 -3.319 -0.699 0.31
H -0.866 -2.359 0.682 -0.54
H 1.043 -4.128 0.800 0.53
H 0.241 -4.491 -2.121 0.26
H -0.020 -5.680 -0.833 0.43
H 1.623 -5.257 -1.324 0.44
H 3.432 -3.796 -0.424 0.64
H 4.516 -1.412 -1.233 0.57
H 3.905 0.738 -2.003 -0.09
H 3.392 1.544 -4.136 0.52
H 1.292 2.157 -5.778 0.66
H -1.201 2.812 -5.039 0.58
H -1.591 -0.201 -5.314 0.21
H -0.710 0.825 -6.454 0.40
H -2.447 1.052 -6.221 0.46
H -2.460 0.968 -2.984 -0.24
H -3.377 1.856 -4.197 0.58
H -2.436 2.733 -2.996 -0.31
H 4.732 2.073 -0.244 0.52
H 3.893 3.578 1.891 0.54
H 1.857 3.836 3.062 0.51
H -0.434 4.368 1.149 0.06
H 0.948 5.413 1.457 0.38
H -0.236 5.105 2.736 0.47
H -0.614 2.134 2.611 -0.02
H -0.155 2.991 4.076 0.54
H 0.810 1.616 3.537 0.16
O -2.504 -0.630 0.167 -0.50
C -3.364 -0.816 -0.961 -1.68
C -2.583 -1.428 -2.075 0.65
C -3.169 -2.332 -2.944 -1.02
C -2.400 -2.910 -3.937 -0.78
C -1.064 -2.562 -4.023 -1.05
C -0.562 -1.641 -3.128 -0.15
N -1.301 -1.075 -2.168 1.96
H -2.665 -1.335 0.805 0.31
H -3.735 0.162 -1.253 0.15
H -4.216 -1.438 -0.697 0.61
H -4.215 -2.589 -2.823 0.58
H -2.832 -3.632 -4.620 0.51
H -0.413 -2.994 -4.771 0.53
H 0.475 -1.346 -3.175 -0.08
O -2.365 -1.671 8.227 -0.67
S -2.391 -3.015 7.657 1.21
O -3.230 -3.139 6.480 -0.66
O -2.496 -4.091 8.608 -0.65
C -0.684 -3.025 7.002 0.04
N 0.371 -3.278 7.807 -0.47
C 1.574 -2.992 7.330 -0.32
C 1.772 -2.346 6.111 -0.71
C 0.636 -2.145 5.362 0.14
N -0.559 -2.550 5.752 -0.35
C 0.571 -1.445 4.056 0.98
C -0.679 -0.982 3.653 -1.16
C -0.811 -0.399 2.425 -1.00
N 0.207 -0.261 1.558 1.80
C 1.424 -0.642 1.972 -0.49
C 1.646 -1.226 3.199 -0.92
H 2.420 -3.269 7.953 0.43
H 2.753 -1.992 5.811 0.37
H -1.525 -1.107 4.323 0.76
H -1.765 -0.005 2.112 0.44
H 2.249 -0.479 1.294 -0.06
H 2.650 -1.531 3.467 0.44
Te -2.169 2.271 -0.051 0.05
C -1.586 3.899 -1.247 -0.27
C -0.393 4.192 -1.852 0.27
C -0.439 5.407 -2.598 -1.19
C -1.661 6.006 -2.540 -0.46
S -2.756 5.104 -1.589 -0.11
H 0.498 3.587 -1.755 0.63
H 0.402 5.813 -3.148 0.43
H -1.978 6.937 -2.994 0.42
```

Summary:
2S+1   1
Energy above the lowest of the compared OMol25 structures with the same formula, charge and spin   0.811 eV
Electronic energy   -3422.02929 a.u.
Orbital gap   4.39 eV
Net charge   +1

# 3
DFT (wB97M-V/def2-TZVPD) results for 3 unconnected molecules or ions with the total composition H5O3.

XYZ file:
```
8
Properties=species:S:1:pos:R:3:nbo_charge:R:1
O 0.640 0.221 0.104 -1.28
H 1.470 0.391 0.553 0.42
O 0.513 -2.140 -1.005 -1.04
H 1.402 -2.493 -0.903 0.43
H 0.556 -1.235 -0.495 0.52
O -1.371 1.845 0.860 -1.01
H -0.833 1.124 0.431 0.53
H -0.723 2.558 0.820 0.44
```

Summary:
2S+1   1
Energy above the lowest of the compared OMol25 structures with the same formula, charge and spin   0.190 eV
Electronic energy   -228.74398 a.u.
Orbital gap   8.75 eV
Net charge   -1

# 4
DFT (wB97M-V/def2-TZVPD) results for 2 unconnected molecules or ions with the total composition C5H12N3OS at a distorted geometry.

XYZ file:
```
22
Properties=species:S:1:pos:R:3:nbo_charge:R:1
C 1.091 -0.439 0.050 0.56
C -3.004 0.241 -2.145 0.96
C 2.029 -1.670 -0.217 -0.63
C 1.220 -0.539 2.583 -0.40
C 0.021 1.148 1.418 -0.45
N -3.204 0.989 -3.119 -0.80
N 0.773 -0.053 1.279 -0.36
N 0.611 0.084 -1.056 -0.67
O -3.258 -0.546 -1.350 -0.35
S -0.439 1.368 -1.512 -0.21
H 2.465 -1.450 -1.109 0.23
H 1.404 -2.505 -0.122 0.25
H 2.658 -1.686 0.715 0.24
H 1.858 0.075 3.215 0.23
H 0.292 -0.525 3.064 0.22
H 1.692 -1.554 2.443 0.22
H 0.196 1.815 0.514 0.25
H -0.922 1.064 1.821 0.22
H 0.411 1.700 2.246 0.21
H -4.011 0.958 -3.667 0.44
H -2.938 1.938 -3.236 0.47
H 1.056 -0.411 -1.815 0.41
```

Summary:
2S+1   1
Energy above the lowest of the compared OMol25 structures with the same formula, charge and spin   1.857 eV
Electronic energy   -835.05619 a.u.
Orbital gap (spin up / spin down)   7.25 / 7.26 eV
Net charge   +1

# 5
DFT (wB97M-V/def2-TZVPD) results for 2 unconnected molecules or ions with the total composition C4H8O2.

XYZ file:
```
14
Properties=species:S:1:pos:R:3:nbo_charge:R:1
C 1.649 -1.175 0.721 -0.63
C 0.834 -0.176 -0.058 -0.34
C 0.560 1.035 0.433 0.16
O -0.077 2.062 -0.176 -0.68
H 2.241 -1.804 0.050 0.21
H 2.352 -0.656 1.381 0.21
H 1.043 -1.843 1.344 0.21
H 0.519 -0.437 -1.069 0.20
H 0.848 1.309 1.446 0.17
H -0.397 1.773 -1.045 0.50
C -2.395 -0.025 -0.746 0.30
O -1.991 0.623 -1.683 -0.53
H -2.395 0.364 0.288 0.13
H -2.788 -1.049 -0.885 0.12
```

Summary:
2S+1   1
Structure (SMILES)   C/C=C/O.C=O
Energy above the lowest of the compared OMol25 structures with the same formula, charge and spin   2.196 eV
Electronic energy   -307.63172 a.u.
Orbital gap   9.13 eV

# 6
DFT (wB97M-V/def2-TZVPD) results for 8 unconnected molecules or ions with the total composition C26H52O20 at a distorted geometry.

XYZ file:
```
98
Properties=species:S:1:pos:R:3:mulliken_charge:R:1
C -1.529 32.931 -2.281 -0.68
O -1.554 32.904 -0.866 -0.31
C -2.576 32.212 -0.330 0.71
O -3.456 31.718 -0.964 -0.57
O -2.507 32.153 1.000 -0.28
C -1.244 32.220 1.656 -0.11
H -0.540 33.252 -2.593 0.25
H -2.302 33.597 -2.664 0.28
H -1.708 31.942 -2.707 0.31
H -0.699 31.291 1.509 0.07
H -1.449 32.435 2.696 -0.04
H -0.654 33.053 1.268 0.33
C 1.253 36.821 6.344 -0.60
O 0.483 36.129 5.356 -0.26
C -0.568 36.761 4.830 0.76
O -0.867 37.910 5.002 -0.60
O -1.257 35.875 4.117 -0.14
C -2.502 36.356 3.595 -0.70
H 1.424 37.848 6.022 0.42
H 2.202 36.297 6.379 0.23
H 0.765 36.812 7.315 0.07
H -3.017 35.480 3.208 0.23
H -2.340 37.095 2.817 0.30
H -3.119 36.742 4.406 0.26
C -0.591 28.055 0.285 -0.37
O 0.406 27.630 1.208 -0.37
C 0.267 28.124 2.439 0.74
O -0.654 28.808 2.806 -0.48
O 1.292 27.701 3.173 -0.35
C 1.226 27.967 4.577 -0.29
H -1.560 27.623 0.547 0.28
H -0.308 27.683 -0.693 0.26
H -0.692 29.137 0.289 0.02
H 1.226 29.038 4.755 0.06
H 2.111 27.516 5.011 0.31
H 0.336 27.527 5.025 0.23
C -1.187 28.542 8.721 -0.38
O -0.173 29.245 9.441 -0.36
C 0.922 29.567 8.764 0.89
O 1.228 29.172 7.663 -0.57
O 1.626 30.409 9.511 -0.36
C 2.820 30.931 8.920 -0.43
H -1.269 27.540 9.139 0.39
H -0.998 28.506 7.653 0.03
H -2.119 29.077 8.897 0.17
H 2.888 31.969 9.236 -0.01
H 2.795 30.874 7.836 0.28
H 3.668 30.363 9.301 0.30
C 0.169 34.928 10.169 -0.60
O 1.282 34.969 9.267 0.15
C 2.453 35.289 9.806 0.58
O 2.646 35.642 10.940 -0.58
O 3.390 35.139 8.871 -0.20
C 4.692 35.591 9.266 -0.80
H -0.716 34.707 9.586 -0.04
H 0.056 35.898 10.656 0.34
H 0.347 34.175 10.935 0.38
H 5.149 34.851 9.919 0.30
H 4.637 36.576 9.719 0.33
H 5.288 35.654 8.358 0.24
C -2.099 37.505 8.190 -0.09
O -2.994 36.634 8.869 -0.40
C -3.494 35.627 8.156 0.86
O -3.551 35.573 6.954 -0.53
O -3.911 34.684 8.998 -0.37
C -4.506 33.538 8.402 -0.59
H -1.420 36.940 7.553 -0.35
H -1.551 38.031 8.964 0.31
H -2.627 38.218 7.558 0.32
H -5.153 33.084 9.146 0.35
H -3.735 32.803 8.146 0.18
H -5.057 33.780 7.496 0.32
C -4.644 29.816 6.875 0.26
C -4.453 28.309 6.768 -0.43
C -5.395 27.843 7.868 -0.44
O -6.529 28.718 7.806 -0.43
C -6.152 29.915 7.126 -0.45
H -4.326 30.336 5.974 0.25
H -4.084 30.214 7.725 -0.15
H -3.423 27.986 6.960 0.09
H -4.655 27.886 5.782 0.37
H -4.892 28.015 8.834 0.20
H -5.718 26.805 7.843 0.35
H -6.442 30.794 7.704 0.20
H -6.685 29.952 6.169 0.29
C -0.208 31.393 5.347 1.05
C 0.098 32.815 5.825 -0.51
C -0.922 33.037 6.958 0.81
O -1.669 31.843 7.071 -0.49
C -1.657 31.240 5.776 -0.57
H 0.412 30.641 5.836 -0.83
H -0.034 31.251 4.282 0.28
H -0.064 33.509 4.996 -0.02
H 1.131 32.963 6.140 0.29
H -1.532 33.938 6.819 -0.25
H -0.370 33.224 7.885 -0.32
H -2.340 31.780 5.106 0.15
H -1.985 30.210 5.887 0.24
```

Summary:
2S+1   1
Structure (SMILES)   COC(=O)OC.COC(=O)OC.COC(=O)OC.COC(=O)OC.COC(=O)OC.COC(=O)OC.C1CCOC1.C1CCOC1
Energy above the lowest of the compared OMol25 structures with the same formula, charge and spin   0.000 eV
Electronic energy   -2526.68461 a.u.
Orbital gap   9.98 eV

# 7
DFT (wB97M-V/def2-TZVPD) results for C20H23N3O4 in the gas phase.

XYZ file:
```
50
Properties=species:S:1:pos:R:3:nbo_charge:R:1
C -8.176 -0.595 -0.916 -0.64
C -7.393 -1.848 -0.535 -0.06
O -6.618 -1.674 0.633 -0.50
C -5.448 -0.976 0.571 0.27
C -4.857 -0.470 -0.581 -0.24
C -3.647 0.199 -0.519 -0.24
C -3.001 0.379 0.697 0.12
N -1.766 1.027 0.820 -0.61
C -1.020 1.631 -0.158 0.79
O -1.332 1.727 -1.325 -0.65
N 0.150 2.171 0.330 -0.64
C 1.143 2.671 -0.596 -0.05
C 2.175 3.505 0.150 -0.51
C 3.224 2.484 0.580 0.68
O 4.024 2.629 1.474 -0.61
N 3.074 1.385 -0.209 -0.44
C 3.893 0.239 -0.161 0.10
C 5.233 0.346 0.188 -0.13
C 6.044 -0.774 0.252 -0.31
C 5.528 -2.030 -0.045 0.30
O 6.232 -3.195 -0.020 -0.49
C 7.591 -3.150 0.340 -0.25
C 4.183 -2.137 -0.400 -0.25
C 3.376 -1.022 -0.454 -0.21
C 2.002 1.535 -1.177 -0.21
C -3.594 -0.125 1.854 -0.22
C -4.797 -0.790 1.792 -0.24
H -8.819 -0.298 -0.091 0.21
H -8.792 -0.799 -1.788 0.21
H -7.504 0.229 -1.142 0.21
H -6.767 -2.187 -1.369 0.17
H -8.088 -2.654 -0.279 0.19
H -5.320 -0.591 -1.547 0.21
H -3.201 0.588 -1.418 0.25
H -1.416 1.078 1.766 0.39
H 0.507 1.849 1.217 0.39
H 0.603 3.206 -1.379 0.24
H 1.766 4.038 1.006 0.24
H 2.651 4.230 -0.511 0.24
H 5.647 1.311 0.427 0.23
H 7.077 -0.647 0.530 0.22
H 8.174 -2.544 -0.361 0.18
H 7.726 -2.762 1.355 0.18
H 7.941 -4.181 0.300 0.20
H 3.788 -3.115 -0.626 0.23
H 2.338 -1.148 -0.719 0.21
H 1.417 0.624 -1.292 0.21
H 2.412 1.810 -2.156 0.20
H -3.105 0.007 2.810 0.20
H -5.258 -1.184 2.684 0.22
```

Summary:
2S+1   1
Structure (SMILES)   CCOc1ccc(NC(=O)N[C@H]2CC(=O)N(c3ccc(OC)cc3)C2)cc1
Energy above the lowest of the compared OMol25 structures with the same formula, charge and spin   2.398 eV
Electronic energy   -1241.19112 a.u.
Orbital gap   8.40 eV